#one
An isolated molecule of C24H29N3OS. Source: the OMol25 dataset; level of theory: ωB97M-V/def2-TZVPD.

```
! RIJCOSX wB97M-V def2-TZVPD def2/J DEFGRID3
* xyz 0 1
O -0.10346 3.93244 1.14974
C -0.99193 3.26039 0.30060
C -0.30160 2.42152 -0.78067
C 0.62408 1.31630 -0.24606
C -0.20375 0.31338 0.56569
N 0.60383 -0.82662 0.94770
C -0.18774 -1.87769 1.56041
C -1.08766 -2.50172 0.55307
C -2.42986 -2.73387 0.61592
N -2.97737 -3.31847 -0.46614
C -2.11049 -3.55378 -1.39392
C -2.41404 -4.17069 -2.66437
C -3.72571 -4.56689 -2.93674
C -4.03394 -5.16105 -4.14389
C -3.04502 -5.36819 -5.09337
C -1.74182 -4.97710 -4.83007
C -1.42515 -4.38217 -3.62462
S -0.47492 -3.04501 -0.96895
C 1.67658 -0.35572 1.79427
C 2.51724 0.63334 1.00159
N 1.73693 1.79176 0.58655
C 2.59195 2.75689 -0.09868
C 3.62099 3.43432 0.82123
C 2.95263 4.17715 1.94372
C 2.73595 3.57358 3.17535
C 2.08827 4.25468 4.19083
C 1.64906 5.55078 3.98785
C 1.86365 6.16279 2.76540
C 2.51008 5.47994 1.75245
H 0.56131 3.29358 1.45281
H -1.59616 4.03639 -0.17978
H -1.67440 2.62356 0.88377
H 0.25178 3.08464 -1.44620
H -1.07569 1.93794 -1.38034
H 1.02849 0.77213 -1.12315
H -1.03830 -0.03527 -0.04721
H -0.61096 0.81109 1.46251
H -0.79623 -1.51180 2.40831
H 0.50822 -2.63309 1.94301
H -3.06169 -2.49071 1.45178
H -4.48153 -4.39841 -2.18619
H -5.04973 -5.46580 -4.34832
H -3.28912 -5.83370 -6.03675
H -0.96998 -5.13750 -5.56837
H -0.40942 -4.07690 -3.41722
H 2.29945 -1.20375 2.08997
H 1.29056 0.13573 2.70587
H 3.34330 0.96710 1.62789
H 2.93380 0.11006 0.12233
H 1.95920 3.54960 -0.49567
H 3.12427 2.27932 -0.94138
H 4.18472 4.13642 0.20260
H 4.32815 2.70520 1.21803
H 3.07918 2.56317 3.34603
H 1.92756 3.77172 5.14427
H 1.14279 6.08220 4.78019
H 1.52491 7.17488 2.60085
H 2.67439 5.96281 0.79984
*
```

Its HOMO energy is -0.3063 hartree. The SMILES is OCC[C@@H]1CN(Cc2cnc(-c3ccccc3)s2)CCN1CCc1ccccc1. Its LUMO energy is 0.2 eV.

=====

#two
An isolated molecule of C24H29N3OS. Source: the OMol25 dataset; level of theory: ωB97M-V/def2-TZVPD.

```
! RIJCOSX wB97M-V def2-TZVPD def2/J DEFGRID3
* xyz 0 1
O 1.26425 1.09495 -3.04410
C -0.02070 0.57879 -2.81683
C -0.25989 0.24330 -1.34303
C 0.59861 -0.95262 -0.90348
C 0.20902 -1.51943 0.48062
N 0.68164 -0.77454 1.63378
C -0.10138 0.38661 2.02790
C -1.53666 0.03339 2.17708
N -2.47069 0.44271 1.40449
C -3.70045 -0.04292 1.74355
C -4.85784 0.33515 0.94275
C -4.66620 1.11170 -0.20037
C -5.74104 1.48247 -0.98427
C -7.02327 1.08647 -0.64055
C -7.22346 0.31778 0.49458
C -6.15192 -0.05704 1.28238
C -3.67666 -0.86861 2.83571
S -2.08358 -1.03900 3.45278
C 2.10297 -0.50566 1.50546
C 2.46535 0.15621 0.16813
N 2.02569 -0.62569 -0.98169
C 2.90902 -1.73479 -1.30899
C 3.88950 -1.34906 -2.43471
C 4.88520 -0.31590 -1.99242
C 5.94500 -0.67927 -1.16812
C 6.85185 0.26566 -0.72392
C 6.71308 1.59067 -1.10186
C 5.66614 1.96090 -1.92832
C 4.75814 1.01481 -2.37171
H 1.86600 0.57301 -2.48037
H -0.18101 -0.32468 -3.42872
H -0.72865 1.34356 -3.15032
H -1.31117 -0.00324 -1.18999
H -0.03398 1.13134 -0.75549
H 0.40885 -1.74971 -1.63409
H 0.64701 -2.52140 0.57089
H -0.87526 -1.62132 0.53964
H 0.29141 0.71318 2.99796
H -0.04293 1.23427 1.32930
H -3.66358 1.41684 -0.45660
H -5.57946 2.08328 -1.86732
H -7.86422 1.37634 -1.25303
H -8.22212 0.00926 0.76781
H -6.32271 -0.65245 2.16625
H -4.48626 -1.38551 3.30812
H 2.61761 -1.46921 1.59034
H 2.42465 0.12427 2.33664
H 1.99897 1.14310 0.10773
H 3.54438 0.29757 0.09991
H 2.31525 -2.58480 -1.65583
H 3.48396 -2.06806 -0.43597
H 3.31976 -0.97726 -3.28713
H 4.41719 -2.25549 -2.74116
H 6.06064 -1.71367 -0.87412
H 7.67001 -0.03230 -0.08407
H 7.42122 2.32945 -0.75638
H 5.55498 2.99186 -2.23057
H 3.94449 1.31410 -3.01546
*
```

Its HOMO energy is -0.2894 hartree. The SMILES is OCC[C@@H]1CN(Cc2nc(-c3ccccc3)cs2)CCN1CCc1ccccc1. Its LUMO energy is 0.6 eV.

=====

Stability, descending: #one, #two